No. 1
{"formula": "C4H11NO2", "method": "ωB97M-V/def2-TZVPD", "symbols": ["O", "O", "N", "C", "C", "C", "C", "H", "H", "H", "H", "H", "H", "H", "H", "H", "H", "H"], "positions_angstrom": [[2.255, -1.672, 0.407], [2.422, 0.848, -1.066], [0.235, 0.344, 1.455], [-1.824, -0.810, 1.066], [-1.913, 0.799, -1.514], [-0.890, 0.034, 0.621], [-0.860, 0.633, -0.726], [-2.613, -1.152, 0.413], [0.787, 1.108, 1.081], [-1.797, 1.320, -2.457], [1.625, -0.957, 0.620], [3.034, 1.113, -1.761], [-2.924, 0.469, -1.310], [2.430, -0.113, -1.046], [0.095, 1.067, -1.002], [-1.741, -1.220, 2.064], [-0.109, 0.611, 2.369], [1.788, -2.421, 0.786]], "e_tot_ev": -9910.529, "charge": 0, "smiles": "C=CC(=C)N.O.O"}


No. 2
{"formula": "C4H11NO2", "method": "ωB97M-V/def2-TZVPD", "symbols": ["O", "O", "N", "C", "C", "C", "C", "H", "H", "H", "H", "H", "H", "H", "H", "H", "H", "H"], "positions_angstrom": [[1.052, 0.042, -2.207], [-1.131, 0.676, -2.107], [0.936, -1.268, 0.906], [0.246, -0.087, 0.431], [-1.204, -0.130, 0.873], [-0.157, -0.229, -1.814], [0.940, 1.181, 0.927], [-1.725, -1.003, 0.464], [-1.737, 0.772, 0.567], [0.918, 1.222, 2.020], [-0.522, -1.265, -1.716], [-1.268, -0.203, 1.963], [0.492, -2.121, 0.584], [1.989, 1.218, 0.618], [-1.997, 0.331, -1.845], [0.439, 2.069, 0.537], [1.906, -1.288, 0.605], [0.823, 0.083, -0.806]], "e_tot_ev": -9908.253, "charge": 0}


No. 3
{"formula": "C4H11NO2", "method": "ωB97M-V/def2-TZVPD", "symbols": ["O", "O", "N", "C", "C", "C", "C", "H", "H", "H", "H", "H", "H", "H", "H", "H", "H", "H"], "positions_angstrom": [[5.931, 3.105, 2.849], [4.081, -3.208, -4.733], [-2.272, -1.103, 0.731], [-1.047, -1.423, 0.661], [-4.040, 0.556, 0.794], [-2.017, 1.134, -0.396], [-2.619, 0.244, 0.422], [6.046, 2.391, 3.444], [-0.743, -2.310, 1.214], [-0.273, -0.895, 0.099], [-2.550, 2.068, -0.505], [-4.421, 1.556, 0.573], [4.349, -3.158, -3.822], [-0.996, 1.225, -0.743], [-4.234, 0.531, 1.872], [3.176, -3.504, -4.838], [-4.770, -0.123, 0.344], [6.399, 2.914, 2.035]], "e_tot_ev": -9909.268, "charge": 0, "smiles": "C=NC(=C)C.O.O"}


No. 4
{"formula": "C4H11NO2", "method": "ωB97M-V/def2-TZVPD", "symbols": ["O", "O", "N", "C", "C", "C", "C", "H", "H", "H", "H", "H", "H", "H", "H", "H", "H", "H"], "positions_angstrom": [[-0.140, 1.051, -1.464], [1.514, 1.568, 0.553], [-1.513, -0.770, -1.446], [-1.167, 0.201, 0.868], [-1.203, 0.477, -0.837], [1.920, -0.801, 0.288], [1.757, 0.478, 1.042], [-2.028, 1.204, -0.906], [0.519, 1.349, -0.779], [-1.461, 1.166, 1.280], [1.286, -0.859, -0.597], [1.925, 0.405, 2.129], [-1.996, -0.487, 1.036], [1.675, -1.656, 0.918], [-0.459, -0.376, 1.454], [-1.211, -0.908, -2.400], [2.970, -0.877, -0.006], [-2.389, -1.166, -1.134]], "e_tot_ev": -9909.940, "charge": 0, "smiles": "C[C@H](N)O.CC=O"}


No. 5
{"formula": "C4H11NO2", "method": "ωB97M-V/def2-TZVPD", "symbols": ["O", "O", "N", "C", "C", "C", "C", "H", "H", "H", "H", "H", "H", "H", "H", "H", "H", "H"], "positions_angstrom": [[0.545, -1.335, 0.444], [-0.919, -3.068, 4.220], [0.866, 1.395, -1.725], [-1.044, 0.787, -0.050], [-0.061, 0.421, -1.137], [0.798, -0.766, -0.574], [0.213, 2.654, -2.025], [-1.476, -0.126, 0.342], [-1.972, 1.353, -0.230], [0.005, -3.364, 4.212], [1.613, 1.658, -1.095], [-0.775, -2.287, 3.664], [-0.592, 2.590, -2.771], [-0.657, 1.343, 0.812], [1.615, -1.122, -1.228], [-0.571, 0.013, -2.013], [-0.265, 3.063, -1.113], [0.954, 3.337, -2.449]], "e_tot_ev": -9910.332, "charge": 0, "smiles": "CN[C@H](C)C=O.O"}


No. 6
{"formula": "C4H11NO2", "method": "ωB97M-V/def2-TZVPD", "symbols": ["O", "O", "N", "C", "C", "C", "C", "H", "H", "H", "H", "H", "H", "H", "H", "H", "H", "H"], "positions_angstrom": [[2.329, 0.073, -2.206], [3.899, -1.439, -1.446], [-2.744, -1.371, 1.263], [-2.299, -0.312, 0.297], [3.549, 0.765, -0.158], [3.287, -0.170, -1.432], [-2.857, 1.051, 0.706], [3.334, -1.843, -2.108], [-3.981, 1.112, 1.014], [-2.622, 1.803, -0.055], [-2.912, -2.209, 0.795], [-3.539, -1.082, 1.797], [4.303, 1.408, -0.464], [2.566, 1.202, 0.058], [-2.241, 1.568, 1.633], [3.796, 0.066, 0.632], [-1.175, -0.201, 0.476], [-2.692, -0.420, -0.799]], "e_tot_ev": -9910.275, "charge": 0, "smiles": "CC(=O)O.CCN"}


No. 7
{"formula": "C4H11NO2", "method": "ωB97M-V/def2-TZVPD", "symbols": ["O", "O", "N", "C", "C", "C", "C", "H", "H", "H", "H", "H", "H", "H", "H", "H", "H", "H"], "positions_angstrom": [[-7.207, -0.669, 1.574], [4.056, -0.763, -0.939], [1.959, 0.087, -0.515], [3.212, 0.099, -0.969], [-0.066, 1.087, 0.330], [0.980, 1.162, -0.838], [1.648, -1.211, 0.021], [-7.340, -1.160, 0.761], [0.508, 0.997, -1.824], [0.242, 1.190, 1.355], [1.127, -1.895, -0.784], [0.977, -1.150, 0.916], [-0.939, 1.704, 0.009], [-6.437, -1.086, 2.041], [-0.306, 0.059, 0.391], [1.565, 2.036, -0.683], [3.376, 1.151, -1.252], [2.645, -1.639, 0.407]], "e_tot_ev": -9910.331, "charge": 0, "smiles": "CCN(C)C=O.O"}


No. 8
{"formula": "C4H11NO2", "method": "ωB97M-V/def2-TZVPD", "symbols": ["O", "O", "N", "C", "C", "C", "C", "H", "H", "H", "H", "H", "H", "H", "H", "H", "H", "H"], "positions_angstrom": [[-2.725, 0.330, -1.190], [-1.877, -0.952, 1.269], [0.831, 0.865, 1.535], [2.083, -0.929, 0.559], [0.664, 0.513, -0.892], [1.073, 0.090, -2.078], [1.262, 0.118, 0.399], [-0.988, -0.641, 1.485], [-2.021, -1.673, 1.890], [0.597, 0.536, -2.945], [0.443, 1.760, 1.259], [-0.150, 1.233, -0.827], [2.201, -1.661, -0.220], [1.618, 1.044, 2.148], [2.516, -1.090, 1.539], [1.800, -0.700, -2.210], [-3.258, 1.096, -0.962], [-2.443, -0.076, -0.357]], "e_tot_ev": -9910.451, "charge": 0, "smiles": "C=CC(=C)N.O.O"}